No. 1
This record from the Open Molecules 2025 dataset describes the molecule C18H18N2O6S. The level of theory is ωB97M-V/def2-TZVPD.

SMILES: COc1ccc(NC(=O)CCN2C(=O)c3ccccc3S2(=O)=O)c(OC)c1
Maximum force (eV Å⁻¹): 1.0
LUMO energy (eV): -0.214
Energy (eV): -45058.5056
Orbital gap (eV): 7.53

Structure (ORCA input):
```
! wB97M-V def2-TZVPD RIJCOSX def2/J DEFGRID3
* xyz 0 1
C -1.7930 4.6500 0.6199
O -0.8034 4.3267 -0.3236
C -0.1163 3.1565 -0.1828
C 0.8850 2.9153 -1.1185
C 1.6342 1.7582 -1.0618
C 1.3985 0.8136 -0.0724
N 2.0827 -0.4038 0.0187
C 3.0436 -0.8889 -0.8145
O 3.6506 -0.2407 -1.6351
C 3.2402 -2.3930 -0.6428
C 2.1752 -3.1159 -1.4861
N 0.8391 -2.6759 -1.1509
C 0.2101 -1.6622 -1.8203
O 0.5795 -1.1841 -2.8636
C -1.0135 -1.2679 -1.0729
C -1.8828 -0.2557 -1.4508
C -2.9849 0.0023 -0.6503
C -3.2188 -0.7410 0.4981
C -2.3428 -1.7504 0.8834
C -1.2453 -1.9856 0.0887
S 0.0864 -3.1470 0.2981
O -0.3391 -4.5051 0.1906
O 0.9420 -2.8186 1.4000
C 0.3853 1.0524 0.8704
O 0.1936 0.0595 1.8005
C -0.6238 0.3218 2.9124
C -0.3626 2.2181 0.8157
H -2.6135 3.9239 0.6118
H -1.3796 4.7200 1.6316
H -2.1759 5.6250 0.3223
H 1.0635 3.6513 -1.8846
H 2.4083 1.5721 -1.7864
H 1.7306 -1.0175 0.7470
H 4.2259 -2.6681 -1.0172
H 3.1451 -2.6822 0.4033
H 2.2189 -4.1946 -1.3183
H 2.3290 -2.8951 -2.5465
H -1.6822 0.3094 -2.3473
H -3.6714 0.7887 -0.9254
H -4.0884 -0.5334 1.1039
H -2.5068 -2.3293 1.7783
H -0.5301 -0.5547 3.5514
H -0.2838 1.2083 3.4569
H -1.6730 0.4494 2.6237
H -1.1364 2.3883 1.5453
*
```

---

No. 2
This record from the Open Molecules 2025 dataset describes a cluster of 12 separate species, C41H90O26S4 in total. The level of theory is ωB97M-V/def2-TZVPD.

SMILES: CCOS(C)(=O)=O.CCOS(C)(=O)=O.CCOS(C)(=O)=O.CCOS(C)(=O)=O.COC(=O)OC.COC(=O)OC.COC(=O)OC.C1CCOC1.C1CCOC1.C1CCOC1.C1CCOC1.C1CCOC1
Maximum force (eV Å⁻¹): 4.5
LUMO energy (eV): 0.125
Energy (eV): -140544.0430
Orbital gap (eV): 9.71

Structure (ORCA input):
```
! wB97M-V def2-TZVPD RIJCOSX def2/J DEFGRID3
* xyz 0 1
C 14.4248 3.4195 2.9346
C 14.6414 4.5351 1.8645
O 14.4822 3.9261 0.5892
S 15.5484 4.3665 -0.5950
C 14.7782 6.0438 -0.9338
O 16.9035 4.5424 -0.0456
O 15.3344 3.4475 -1.7372
H 15.1432 2.6002 2.9093
H 13.4571 2.9641 2.7240
H 14.4524 3.8369 3.9412
H 13.9777 5.3971 1.9315
H 15.6520 4.8908 2.0651
H 13.7067 5.8946 -1.0664
H 15.2629 6.5265 -1.7824
H 14.9632 6.6737 -0.0637
C 18.0046 3.4551 8.6039
C 19.3257 4.0357 8.2379
O 20.0614 3.0277 7.5407
S 21.6046 3.3230 7.0116
C 21.2431 2.8774 5.2646
O 21.8804 4.7788 7.0642
O 22.4888 2.3175 7.6220
H 17.5707 3.3992 7.6056
H 17.3878 4.1461 9.1784
H 18.0097 2.4953 9.1205
H 19.1692 4.9539 7.6716
H 19.9790 4.2424 9.0855
H 20.7892 1.8868 5.2368
H 22.1493 2.9599 4.6645
H 20.4861 3.6152 4.9985
C 8.8408 -1.6278 6.4381
C 8.7354 -3.1028 6.7759
O 7.5465 -3.5197 6.1593
S 7.3494 -5.1758 6.0998
C 6.7510 -5.4603 7.8002
O 6.2550 -5.4842 5.1892
O 8.6477 -5.8421 5.9689
H 8.0921 -1.0758 7.0063
H 8.8020 -1.3832 5.3766
H 9.7737 -1.2712 6.8749
H 9.5908 -3.5608 6.2793
H 8.7287 -3.3727 7.8319
H 7.4511 -4.9476 8.4597
H 6.8125 -6.4927 8.1443
H 5.7409 -5.0596 7.8859
C 13.0827 3.9341 11.0313
C 14.5780 4.3210 11.1589
O 15.2276 4.1522 12.4508
S 16.1086 2.7652 12.6881
C 14.8136 1.8977 13.6789
O 16.3743 2.0881 11.4422
O 17.2268 3.1116 13.6029
H 12.6006 4.1382 10.0752
H 12.5465 4.5196 11.7782
H 12.8893 2.9144 11.3645
H 15.0862 3.8360 10.3254
H 14.6475 5.3557 10.8232
H 15.1414 0.8731 13.8546
H 13.9365 1.9436 13.0335
H 14.7404 2.4472 14.6174
C 16.1697 6.2587 6.0280
O 17.2622 6.2080 5.1234
C 17.4477 5.1580 4.2940
O 16.7693 4.1469 4.3087
O 18.5627 5.3785 3.5112
C 18.9323 4.5226 2.4755
H 15.3641 6.6207 5.3893
H 16.1823 7.0600 6.7669
H 15.8857 5.3828 6.6113
H 18.1976 3.8014 2.1175
H 19.8468 3.9841 2.7242
H 19.0694 5.0920 1.5563
C 10.0539 1.5140 10.9545
O 9.7933 2.8778 11.1814
C 8.5619 3.2697 11.4734
O 7.5655 2.5831 11.6245
O 8.6003 4.6012 11.5172
C 7.4884 5.3520 11.7776
H 9.4443 1.1766 10.1162
H 9.9026 0.9860 11.8960
H 11.0948 1.5086 10.6313
H 7.0889 5.1450 12.7704
H 6.6601 5.1874 11.0885
H 7.7852 6.3911 11.6354
C 13.2844 -2.3704 7.0831
O 12.4739 -1.8313 6.0267
C 12.1816 -2.6087 4.9935
O 12.5351 -3.8017 4.7790
O 11.3550 -1.8958 4.2956
C 10.7510 -2.3942 3.1912
H 14.1227 -2.9502 6.6969
H 12.6323 -3.0137 7.6739
H 13.8113 -1.6958 7.7579
H 10.3829 -1.5285 2.6406
H 9.9646 -3.1359 3.3309
H 11.4826 -2.9082 2.5677
C 13.0080 2.4254 6.4440
C 14.1906 2.6694 7.3085
C 14.3729 1.3413 8.0669
O 12.9834 1.0823 8.3189
C 12.1304 1.5035 7.2650
H 13.3712 1.9377 5.5394
H 12.5100 3.3482 6.1467
H 13.9601 3.5064 7.9676
H 15.0743 3.0578 6.8021
H 14.9385 1.5068 8.9838
H 14.9056 0.5904 7.4833
H 11.3182 2.0691 7.7217
H 11.8357 0.7494 6.5351
C 12.1841 -1.4903 10.4386
C 13.1892 -1.2817 11.5290
C 12.3881 -1.3235 12.8175
O 11.0257 -1.6506 12.4636
C 11.0139 -2.1603 11.1195
H 12.5227 -2.1640 9.6514
H 11.8554 -0.5397 10.0186
H 13.6762 -0.3066 11.5280
H 14.0534 -1.9454 11.5004
H 12.4830 -0.3612 13.3206
H 12.7739 -2.0593 13.5231
H 10.1126 -2.1232 10.5076
H 11.1814 -3.2370 11.1473
C 8.4087 2.0602 3.8042
C 8.8311 3.2470 3.0414
C 9.7432 3.9641 3.9456
O 10.2048 2.9377 4.8603
C 9.7292 1.6741 4.5397
H 8.0497 1.3272 3.0817
H 7.6979 2.1717 4.6230
H 7.9253 3.8242 2.8558
H 9.3125 3.0194 2.0903
H 9.1749 4.7399 4.4587
H 10.6307 4.4418 3.5305
H 9.5798 1.0740 5.4372
H 10.3764 1.1420 3.8424
C 11.6790 7.1856 9.1606
C 10.4902 6.1874 9.2384
C 10.5904 5.2558 8.0519
O 11.9406 5.3511 7.6254
C 12.6596 6.4292 8.2135
H 12.0239 7.3796 10.1763
H 11.4022 8.1405 8.7138
H 9.5239 6.6693 9.3873
H 10.4998 5.5658 10.1337
H 9.9014 5.5204 7.2498
H 10.3820 4.2524 8.4231
H 13.0427 7.0759 7.4242
H 13.5339 6.0076 8.7094
C 18.0355 -0.2083 6.6298
C 17.8644 0.8969 5.6435
C 18.1972 0.2009 4.3415
O 17.6388 -1.0691 4.5720
C 17.3599 -1.4009 5.9750
H 17.6940 0.1018 7.6174
H 19.0972 -0.4045 6.7796
H 18.5368 1.7197 5.8863
H 16.8299 1.2384 5.6786
H 19.2647 0.1754 4.1229
H 17.6842 0.7167 3.5298
H 17.7829 -2.3435 6.3222
H 16.2701 -1.3924 5.9571
*
```

---

No. 3
This record from the Open Molecules 2025 dataset describes the molecule C6H7N. The level of theory is ωB97M-V/def2-TZVPD.

SMILES: CC1(C)C=C1C#N
Maximum force (eV Å⁻¹): 5.8
LUMO energy (eV): -0.015
Energy (eV): -7821.4928
Orbital gap (eV): 9.89

Structure (ORCA input):
```
! wB97M-V def2-TZVPD RIJCOSX def2/J DEFGRID3
* xyz 0 1
C 0.7282 -1.2477 -0.6401
C 0.1830 -0.0786 0.0922
C 0.8826 1.3156 -0.1700
C -0.3723 -0.3266 1.4654
C -1.2093 0.0513 0.5194
C -2.5298 -0.0666 -0.1292
N -3.5852 -0.2018 -0.4967
H 1.7512 -1.4975 -0.1185
H 0.8683 -0.9248 -1.7613
H 0.1630 -2.0684 -0.6472
H 0.1744 2.0106 -0.6616
H 1.8980 1.3438 -0.6779
H 1.0737 1.8726 0.7125
H -0.0259 -0.1819 2.5129
*
```

---

No. 4
This record from the Open Molecules 2025 dataset describes the molecule C7H8IPS. The level of theory is ωB97M-V/def2-TZVPD.

Maximum force (eV Å⁻¹): 5.8
LUMO energy (spin up / spin down) (eV): 0.679 / -3.559
Energy (eV): -35610.5778
Orbital gap (spin up / spin down) (eV): 6.44 / 5.75

Structure (ORCA input):
```
! wB97M-V def2-TZVPD RIJCOSX def2/J DEFGRID3
* xyz 0 3
C -2.0802 -1.2874 -1.3620
C -2.0317 0.1419 -1.4132
C -1.1028 -2.0689 -0.7119
C -0.9297 0.7683 -0.8235
C -0.0490 -1.3552 -0.1139
C 0.0612 0.0062 -0.1875
C 1.5164 1.1719 2.1511
P 1.6550 0.9243 0.3137
S 1.8243 2.6929 -0.4634
I 3.5736 -0.6327 0.0092
H -2.8781 -1.7526 -1.9640
H -2.7524 0.6956 -1.8983
H -1.3397 -3.0265 -0.5631
H -0.8877 1.7873 -0.8087
H 0.6979 -1.8778 0.3930
H 2.4165 1.7957 2.2407
H 0.5096 1.7415 2.4603
H 1.7969 0.2757 2.7415
*
```

---

No. 5
This record from the Open Molecules 2025 dataset describes a structure of composition C45H49Br4N3O3P2PbSi2. The level of theory is ωB97M-V/def2-TZVPD.

Maximum force (eV Å⁻¹): 0.5
LUMO energy (eV): 3.953
Energy (eV): -377830.7755
Orbital gap (eV): 5.95

Structure (ORCA input):
```
! wB97M-V def2-TZVPD RIJCOSX def2/J DEFGRID3
* xyz -2 1
Pb -0.3685 0.8234 0.7936
C 0.4842 2.9035 -4.0804
Si 1.3779 1.8635 -2.7751
C 2.8725 1.1205 -3.6532
C 2.0477 3.0815 -1.5005
N 0.3411 0.7907 -2.0145
P -0.0779 -0.7492 -2.0310
C 0.1294 -1.7027 -0.6880
P 1.4193 -1.7285 0.3441
N 1.7020 -0.3871 1.2101
Si 2.6679 -0.0390 2.5769
C 4.4465 -0.6582 2.4286
C 2.7940 1.8228 2.7411
C 1.9420 -0.7259 4.1660
C 3.0112 -2.1837 -0.4631
C 3.3518 -3.5021 -0.7613
C 4.4805 -3.7926 -1.5124
C 5.2809 -2.7634 -1.9918
C 4.9473 -1.4470 -1.7068
C 3.8261 -1.1629 -0.9414
C 1.1565 -3.0952 1.5503
C 2.1916 -3.6937 2.2624
C 1.9313 -4.6444 3.2388
C 0.6200 -4.9911 3.5327
C -0.4203 -4.3877 2.8401
C -0.1533 -3.4566 1.8488
C 0.5330 -1.4728 -3.6242
C 0.0537 -1.0002 -4.8448
C 0.5683 -1.4675 -6.0428
C 1.5814 -2.4194 -6.0410
C 2.0567 -2.9067 -4.8333
C 1.5243 -2.4435 -3.6372
C -1.8939 -0.7619 -2.3611
C -2.5444 0.4017 -2.7473
C -3.9223 0.4222 -2.9369
C -4.6587 -0.7378 -2.7578
C -4.0146 -1.9121 -2.3796
C -2.6459 -1.9197 -2.1715
H 1.1663 3.6013 -4.5710
H 0.0451 2.2641 -4.8482
H -0.3215 3.4871 -3.6313
H 3.6518 1.8787 -3.7638
H 3.2904 0.2849 -3.0905
H 2.6152 0.7465 -4.6440
H 2.3347 4.0352 -1.9490
H 1.3030 3.2867 -0.7304
H 2.9260 2.6752 -0.9959
H 4.9908 -0.1051 1.6628
H 4.9501 -0.4993 3.3846
H 4.5254 -1.7144 2.1799
H 3.4313 2.2368 1.9570
H 1.8213 2.3047 2.6532
H 3.2165 2.1056 3.7069
H 2.2715 -1.7464 4.3681
H 2.2189 -0.1009 5.0173
H 0.8528 -0.7314 4.1002
H 2.7128 -4.3063 -0.4171
H 4.7291 -4.8238 -1.7357
H 6.1564 -2.9867 -2.5892
H 5.5569 -0.6371 -2.0883
H 3.5577 -0.1370 -0.7194
H 3.2179 -3.4196 2.0561
H 2.7516 -5.1014 3.7798
H 0.4101 -5.7200 4.3057
H -1.4472 -4.6336 3.0761
H -0.9548 -2.9807 1.2962
H -0.7306 -0.2522 -4.8560
H 0.1833 -1.0862 -6.9811
H 1.9910 -2.7808 -6.9763
H 2.8442 -3.6504 -4.8157
H 1.8799 -2.8373 -2.6941
H -1.9561 1.3035 -2.8662
H -4.4160 1.3485 -3.2054
H -5.7343 -0.7265 -2.8934
H -4.5896 -2.8156 -2.2170
H -2.1398 -2.8094 -1.8175
Br -2.2418 2.2438 7.7697
C -1.6622 2.4682 5.9784
C -1.2591 3.7037 5.5116
Br -1.3131 5.2264 6.6409
C -0.8181 3.8324 4.1891
Br -0.2658 5.5017 3.4781
C -0.7474 2.7515 3.3048
O -0.3264 2.8557 2.0968
C -1.1997 1.4697 3.7916
O -1.1989 0.4538 2.9726
C -1.6226 1.3673 5.1096
Br -2.1954 -0.3542 5.6584
O -3.3275 -1.0540 2.4633
C -3.8973 -0.5207 1.2890
C -4.9208 0.5695 1.5954
C -4.3043 1.9292 1.9527
C -3.9561 2.7666 0.7545
C -4.7722 3.8252 0.3551
C -4.4128 4.5841 -0.7430
C -3.2479 4.2689 -1.4251
C -2.5068 3.1923 -0.9715
N -2.8512 2.4588 0.0789
H -2.6729 -0.4377 2.8452
H -4.3925 -1.3579 0.7897
H -3.1329 -0.1523 0.5925
H -5.5064 0.2140 2.4481
H -5.6083 0.6865 0.7500
H -3.4025 1.7636 2.5442
H -4.9917 2.5068 2.5772
H -5.6643 4.0538 0.9233
H -5.0280 5.4184 -1.0569
H -2.9154 4.8393 -2.2801
H -1.5887 2.8913 -1.4677
*
```

---

No. 6
This record from the Open Molecules 2025 dataset describes a structure of composition CHClO2PS. The level of theory is ωB97M-V/def2-TZVPD.

Maximum force (eV Å⁻¹): 3.3
LUMO energy (eV): 3.240
Energy (eV): -37796.7048
Orbital gap (eV): 6.18

Structure (ORCA input):
```
! wB97M-V def2-TZVPD RIJCOSX def2/J DEFGRID3
* xyz -1 1
C 2.1043 -0.0391 0.4171
O -0.7964 -0.4435 0.9512
O 2.4023 -0.7183 1.3155
P -1.2559 0.4749 -0.1095
S 1.6755 0.8650 -0.7474
Cl -3.2160 0.0649 -0.1538
H -0.9138 -0.2040 -1.6731
*
```

---

No. 7
This record from the Open Molecules 2025 dataset describes a structure of composition C22H47B2Br3N5O9. The level of theory is ωB97M-V/def2-TZVPD.

Maximum force (eV Å⁻¹): 4.3
LUMO energy (eV): -3.187
Energy (eV): -260922.5849
Orbital gap (eV): 7.78

Structure (ORCA input):
```
! wB97M-V def2-TZVPD RIJCOSX def2/J DEFGRID3
* xyz 1 1
C 3.4398 5.0753 1.1404
C 2.1199 4.7290 1.9674
C 2.1420 3.2914 2.6773
C 0.8025 2.4502 2.2641
N 1.0881 1.7738 0.9758
C 1.8097 0.4521 1.2816
C 3.1714 0.2619 0.4959
O 3.1265 -0.2377 -0.8319
C 4.2097 0.2827 -1.6536
C 0.8389 -0.8014 1.3988
C 0.3258 -0.9283 2.9404
O -0.3125 -2.2200 3.1640
C -0.3716 -2.3240 4.6265
B 1.6015 -2.2642 1.2249
N 1.0308 -3.3582 0.3572
O 2.8231 -2.5941 1.9209
O -0.3090 -0.8646 0.5706
C -1.0024 0.3624 0.2736
C -2.1498 0.7596 1.3196
C -2.8626 -0.4324 2.0856
N -3.0444 -1.6917 1.3277
C -1.8295 -0.0777 -1.0660
C -1.2163 -1.4197 -1.7363
C -1.8817 -1.6233 -3.1959
C -1.0469 -2.5768 -4.1666
N 0.1103 -3.2727 -3.5300
C 0.7654 -4.1793 -4.4913
C 2.3176 -4.1576 -4.8125
O 0.0629 -5.0231 -5.0873
C 0.0168 1.6051 -0.0477
O 0.5782 1.1128 -1.3181
N 1.4355 1.9789 -1.8914
O 1.3029 2.0329 -3.0650
B -0.8720 2.9070 -0.4472
O -1.6328 3.7336 0.4881
O -1.1462 3.3088 -1.8102
C -1.6694 4.6563 -1.8862
H 4.4013 4.9343 1.7457
H 3.5173 4.4744 0.1672
H 3.4504 6.1732 0.8104
H 1.9321 5.5011 2.7805
H 1.1982 4.7386 1.2794
H 3.0740 2.7452 2.2813
H 2.2247 3.3591 3.8126
H 0.0065 3.2449 2.3037
H 0.6076 1.7925 3.1675
H 1.8584 2.3454 0.5570
H 2.1897 0.5704 2.3626
H 3.7138 1.2827 0.4715
H 3.8752 -0.4137 1.1056
H 4.3151 -0.4427 -2.5266
H 5.2075 0.3103 -1.1126
H 3.9376 1.2924 -2.1081
H 1.2287 -0.8833 3.6433
H -0.3810 -0.0989 3.2481
H 0.6817 -2.4952 5.0189
H -0.7588 -1.3140 5.0202
H -1.1260 -3.0974 4.9715
H 0.5751 -3.9944 1.0431
H 1.8201 -3.9331 0.0039
H 2.8508 -2.1182 2.7746
H -2.9835 1.3110 0.7526
H -1.7725 1.5336 2.0839
H -3.9238 -0.0620 2.3313
H -2.4179 -0.7059 3.1012
H -3.9696 -2.0894 1.5203
H -2.2915 -2.3675 1.4788
H -2.9280 -0.2926 -0.8177
H -1.8358 0.6831 -1.8957
H -0.1019 -1.2721 -1.9334
H -1.4570 -2.3539 -1.1494
H -2.9564 -1.9762 -3.0774
H -1.9302 -0.5887 -3.6960
H -1.7767 -3.3696 -4.5564
H -0.6487 -2.0343 -5.0919
H 0.8514 -2.5746 -3.3288
H 2.5750 -3.5782 -5.7561
H 2.9770 -3.8026 -3.9602
H 2.6154 -5.2448 -5.0177
H -1.0312 4.4309 0.8379
H -1.0302 5.4405 -1.3580
H -1.6334 4.9458 -2.9973
H -2.7776 4.7378 -1.6066
C -7.2633 -3.0617 -0.0153
Br -6.5097 -1.8847 -1.3589
Br -7.2632 -4.9104 -0.5943
Br -6.3872 -2.8456 1.7017
H -8.3021 -2.7692 0.1187
*
```

---

No. 8
This record from the Open Molecules 2025 dataset describes a cluster of 2 separate species, CH2S3 in total. The level of theory is ωB97M-V/def2-TZVPD.

Maximum force (eV Å⁻¹): 3.2
LUMO energy (eV): -0.171
Energy (eV): -33574.2394
Orbital gap (eV): 9.22

Structure (ORCA input):
```
! wB97M-V def2-TZVPD RIJCOSX def2/J DEFGRID3
* xyz 0 1
C -2.5650 -0.3375 0.2367
S -2.9188 0.6672 -0.8847
S 0.1720 0.4268 0.4611
S -2.3769 -1.3123 1.4325
H 0.2331 1.3975 1.5445
H 0.1782 -0.5475 1.3261
*
```

---

- What is the maximum force in the fourth record?
  5.8 eV Å⁻¹